(1)
The following is a DFT calculation (the ωB97M-V functional and the def2-TZVPD basis) of a molecular structure, C19H7Cl5CuN3O3.

Results
net charge = +1
spin multiplicity = 2
LUMO (spin up / spin down) = -0.161 / -0.184 Ha
E_HOMO (spin up / spin down) = -11.853 / -11.858 eV

CARTESIAN COORDINATES (ANGSTROEM)
Cu (0.549, -0.252, 0.443)
Cl (-2.756, -0.520, 0.761)
C (-1.799, -1.690, 1.617)
C (-0.426, -1.602, 1.525)
C (0.347, -2.540, 2.177)
Cl (2.073, -2.400, 2.025)
C (-0.222, -3.566, 2.925)
Cl (0.767, -4.716, 3.719)
C (-1.615, -3.639, 3.012)
Cl (-2.344, -4.891, 3.923)
C (-2.415, -2.700, 2.355)
Cl (-4.121, -2.794, 2.451)
O (4.762, -2.418, -5.372)
N (3.630, -2.574, -4.981)
O (2.802, -3.280, -5.515)
C (3.236, -1.841, -3.746)
C (4.158, -0.982, -3.267)
C (3.904, -0.202, -2.099)
C (4.835, 0.705, -1.561)
C (4.502, 1.415, -0.436)
C (3.244, 1.216, 0.140)
N (2.358, 0.365, -0.347)
C (2.677, -0.342, -1.453)
C (1.702, -1.271, -1.958)
N (0.552, -1.359, -1.252)
C (-0.393, -2.189, -1.648)
C (-0.241, -2.983, -2.784)
C (0.921, -2.918, -3.510)
C (1.950, -2.035, -3.110)
H (5.103, -0.885, -3.784)
H (5.799, 0.831, -2.038)
H (5.186, 2.122, 0.010)
H (2.954, 1.768, 1.026)
H (-1.293, -2.228, -1.047)
H (-1.038, -3.649, -3.078)
H (1.049, -3.533, -4.383)
O (-0.418, 1.727, 2.581)
C (-0.060, 1.120, 1.714)

---

(2)
The following is a DFT calculation (the ωB97M-V functional and the def2-TZVPD basis) of a molecular structure, C19H8Cl5F3FeN3O3 at a distorted geometry.

Results
net charge = -1
LUMO (spin up / spin down) = 0.088 / 0.088 Ha
E_HOMO (spin up / spin down) = -4.957 / -4.956 eV

CARTESIAN COORDINATES (ANGSTROEM)
Fe (0.039, 0.193, 0.426)
O (1.491, -3.553, 1.049)
C (1.264, -2.360, 0.965)
N (0.084, -1.690, 0.929)
C (-1.108, -2.318, 1.138)
O (-1.369, -3.487, 1.348)
C (-2.221, -1.290, 1.128)
C (-3.545, -1.664, 1.294)
C (-4.518, -0.683, 1.249)
C (-4.135, 0.637, 1.045)
C (-2.792, 0.923, 0.887)
N (-1.853, -0.021, 0.937)
C (2.415, -1.387, 0.857)
C (3.689, -1.738, 1.279)
C (4.703, -0.807, 1.143)
C (4.414, 0.421, 0.561)
C (3.115, 0.682, 0.164)
N (2.129, -0.196, 0.331)
H (-3.762, -2.712, 1.440)
H (-5.563, -0.938, 1.366)
H (-4.862, 1.435, 0.993)
H (-2.439, 1.932, 0.711)
H (3.838, -2.727, 1.686)
H (5.708, -1.032, 1.477)
H (5.177, 1.173, 0.415)
H (2.834, 1.616, -0.311)
Cl (1.617, 6.542, 3.694)
C (1.308, 5.223, 2.623)
C (0.837, 4.008, 3.115)
Cl (0.562, 3.817, 4.807)
C (0.588, 2.951, 2.257)
Cl (-0.026, 1.438, 2.875)
C (0.773, 3.048, 0.843)
O (0.591, 2.086, 0.036)
C (1.275, 4.301, 0.387)
Cl (1.573, 4.438, -1.304)
C (1.527, 5.350, 1.250)
Cl (2.129, 6.844, 0.627)
F (-1.448, 0.893, -1.820)
C (-0.463, -0.012, -1.416)
F (0.576, 0.245, -2.283)
F (-0.995, -1.214, -1.848)

---

We obtain relative energy (zero: lowest compared OMol25 entry of this formula, charge and spin) values of 0.0, 0.0 kcal/mol for the records listed above, in that order.
We obtain total energy values of -137672.876, -135602.095 eV for the records listed above, in that order.